[1]
Molecular formula: H36O30S3Zn2
Method: DFT, ωB97M-V/def2-TZVPD

```
71
Properties=species:S:1:pos:R:3:mulliken_charge:R:1
O -0.01 2.52 3.20 -0.36
O 0.85 -3.90 -1.24 -0.69
H 1.22 -4.69 -0.85 0.22
O 1.65 -4.15 3.17 -0.52
H 2.50 0.37 -5.11 0.24
H -4.12 -1.18 -0.05 0.25
Zn 0.64 0.94 4.38 0.93
S -1.06 -1.30 2.57 0.82
H -1.72 -2.92 -0.02 0.22
O -0.39 -0.39 3.42 -0.25
H 2.57 -1.44 -0.37 -0.01
H -3.06 -1.48 0.99 0.34
H 2.57 -4.38 3.28 0.27
O -5.33 0.60 0.43 -0.89
H 0.94 -3.65 -3.04 0.44
H 1.37 -2.21 -0.86 0.20
S 2.66 0.74 2.03 1.09
O -2.52 3.85 2.58 -0.67
H 4.13 1.52 -3.00 0.31
O -0.68 -2.59 3.14 -0.88
S -4.77 1.29 1.61 1.10
O 1.00 1.18 -1.71 0.37
O -4.72 0.38 2.80 -0.75
H -2.84 3.02 2.22 0.43
H -0.98 -0.42 -4.65 0.26
H 1.27 4.53 -1.98 0.30
O 1.52 0.64 1.21 1.01
H 1.49 -4.19 2.23 0.24
O 1.06 3.41 0.66 -0.50
O 3.93 -2.56 0.25 -0.59
H -3.70 1.06 -1.36 0.39
H -2.60 1.89 -1.98 0.28
O -0.52 -1.16 1.26 -1.06
H -0.94 2.72 3.27 0.32
H -2.06 -0.96 -1.45 0.21
O 2.28 1.03 3.40 -0.78
O -0.98 1.54 0.44 0.15
O 1.66 -1.32 -0.67 0.12
H 1.46 0.77 -2.44 0.02
O 1.43 -3.67 -3.86 -0.70
Zn 0.24 -0.01 -0.01 1.03
O 3.44 -0.49 1.98 -1.03
H 2.93 -0.24 -3.79 0.22
H 4.61 1.04 -1.64 0.32
H -0.84 1.08 -4.50 0.25
H -0.05 -3.88 -0.93 0.47
O 2.24 0.29 -4.19 -0.60
O -3.50 1.82 1.33 -0.83
H 0.41 3.37 3.12 0.23
H -1.05 -0.26 -2.34 0.14
H -1.89 1.44 0.70 0.18
O 4.53 1.83 -2.18 -0.60
O -2.53 -1.13 2.50 -0.82
O 3.42 1.90 1.56 -0.79
H 2.35 -3.72 -3.60 0.26
H 1.13 4.00 1.41 0.26
O -5.60 2.43 1.91 -0.81
H 3.84 -1.87 0.91 0.47
H 0.61 3.53 -1.05 0.28
H 0.84 2.08 -2.00 0.23
O -1.18 0.30 -4.06 -0.56
H -0.77 2.45 0.65 0.22
H 1.19 2.53 1.03 -0.02
O 0.51 3.94 -1.91 -0.66
O -1.15 -0.66 -1.48 -0.21
O -3.44 1.48 -2.18 -0.76
H -3.23 4.14 3.16 0.32
H -1.73 -4.17 0.84 0.29
O -3.24 -1.55 0.05 -0.82
H 3.99 -3.37 0.75 0.25
O -1.30 -3.77 0.08 -0.77
```

2S+1: 1
Charge: -2
Kohn-Sham gap (eV): 2.58
Energy (eV): -191356.0270
E_LUMO (eV): 1.82
E_HOMO (hartree): -0.0277

***

[2]
Molecular formula: C3H11FN3O
Method: DFT, ωB97M-V/def2-TZVPD

```
19
Properties=species:S:1:pos:R:3:mulliken_charge:R:1
H 0.43 -1.59 0.09 0.43
H -1.65 1.27 1.14 0.25
C -0.27 0.55 -0.10 0.47
N -0.35 -0.97 0.28 -0.24
H 2.87 0.88 1.32 0.39
H 2.52 0.77 -0.35 0.39
C -1.41 -1.69 -0.49 -0.87
H -2.48 -1.29 -0.37 0.33
H -1.72 2.04 -0.23 0.25
H -1.40 -2.79 -0.26 0.36
H -0.54 -1.20 1.38 0.46
O 0.11 0.69 -1.36 -0.50
H 2.59 2.30 0.60 0.34
H -1.24 -1.35 -1.53 0.36
C 2.28 1.25 0.51 -0.97
H 0.09 1.61 -1.70 0.43
F 0.57 0.84 2.09 -0.21
N 0.90 1.38 0.88 -0.12
N -1.50 1.16 0.13 -0.55
```

2S+1: 1
Energy relative to the best compared isomer or geometry (same formula, charge and spin) (kcal/mol): 34.3
Charge: +1
Kohn-Sham gap (eV): 9.85
Energy (eV): -12513.9960
E_LUMO (eV): -3.48
E_HOMO (hartree): -0.4899